# 1
The following is a quantum chemistry calculation of a structure of composition C40H56N6Rh, from OMol25.

Results
maximum force = 0.04121 hartree/bohr
energy = -1996.72897 hartree
total charge = +1
gap between HOMO and LUMO (spin up / spin down) = 5.34 / 4.56 eV
molecular weight = 723.8 Da
HOMO energy (spin up / spin down) = -9.456 / -9.548 eV

CARTESIAN COORDINATES (ANGSTROEM)
Rh 0.033 0.397 0.237
C -0.540 5.363 -3.735
C -1.609 4.397 -3.212
C -1.178 3.757 -1.944
C -1.310 4.262 -0.645
C -1.908 5.550 -0.197
C -3.255 5.324 0.502
C -0.790 3.274 0.217
N -0.375 2.177 -0.486
C -0.531 2.496 -1.820
C 0.015 1.764 -2.876
C 0.622 0.520 -2.768
C 1.152 -0.264 -3.874
C 1.303 0.218 -5.279
C 2.761 0.430 -5.691
C 1.436 -1.498 -3.371
C 1.098 -1.466 -1.957
C 1.132 -2.536 -1.109
C 0.831 -2.500 0.279
N 0.525 -1.365 0.982
C 0.482 -1.745 2.307
C 0.380 -0.881 3.395
C 0.185 0.487 3.301
N -0.133 1.139 2.152
C -0.254 2.471 2.484
C -0.629 3.455 1.618
C 0.054 2.658 3.892
C 0.316 1.420 4.399
C 0.698 1.075 5.798
C -0.536 0.952 6.697
C 0.203 3.987 4.543
C 1.489 4.668 4.061
C 0.690 -3.143 2.425
C 0.908 -3.623 1.134
C 1.178 -5.033 0.735
C 2.675 -5.365 0.752
C 0.584 -3.910 3.689
C -0.899 -4.074 4.055
N 0.644 -0.210 -1.625
C 1.985 -2.701 -4.054
C 3.451 -2.927 -3.675
H -0.864 5.815 -4.666
H 0.400 4.843 -3.904
H -0.365 6.153 -3.011
H -1.801 3.629 -3.962
H -2.542 4.941 -3.045
H -2.049 6.210 -1.052
H -1.229 6.049 0.501
H -3.942 4.800 -0.159
H -3.700 6.277 0.780
H -3.132 4.733 1.408
H -0.029 2.209 -3.856
H 0.775 1.164 -5.398
H 0.844 -0.500 -5.962
H 3.239 1.164 -5.049
H 2.798 0.798 -6.714
H 3.319 -0.499 -5.635
H 1.452 -3.491 -1.494
H 0.519 -1.312 4.373
H -0.798 4.448 2.004
H 1.350 1.857 6.193
H 1.257 0.140 5.812
H -1.075 1.897 6.723
H -0.240 0.696 7.712
H -1.215 0.185 6.326
H 0.240 3.863 5.624
H -0.647 4.624 4.294
H 2.354 4.033 4.244
H 1.631 5.605 4.592
H 1.438 4.869 2.993
H 0.788 -5.202 -0.269
H 0.655 -5.708 1.415
H 3.228 -4.707 0.085
H 2.831 -6.395 0.436
H 3.083 -5.252 1.753
H 1.103 -3.386 4.495
H 1.045 -4.889 3.578
H -1.360 -3.103 4.232
H -1.002 -4.677 4.955
H -1.431 -4.566 3.240
H 1.908 -2.583 -5.135
H 1.400 -3.581 -3.776
H 4.047 -2.074 -3.988
H 3.826 -3.818 -4.166
H 3.566 -3.047 -2.601
C -4.865 -0.280 -2.930
C -3.493 -0.854 -2.579
C -3.613 -2.374 -2.401
C -2.512 -0.519 -3.704
N -3.033 -0.169 -1.358
N -1.969 -0.770 -0.652
H -5.184 -0.666 -3.895
H -4.817 0.804 -2.991
H -5.612 -0.561 -2.190
H -4.013 -2.798 -3.316
H -4.294 -2.622 -1.587
H -2.652 -2.849 -2.210
H -2.906 -0.859 -4.657
H -1.541 -0.985 -3.557
H -2.371 0.557 -3.747
H -3.795 0.059 -0.728
H -1.406 -1.275 -1.340
H -2.292 -1.447 0.051

# 2
The following is a quantum chemistry calculation of a structure of composition C28H48AsF6N6OSSi2Ti, from OMol25.

Results
maximum force = 0.02413 hartree/bohr
energy relative to the best compared isomer or geometry (same formula, charge and spin) = 0.000 eV
energy = -6161.25657 hartree
total charge = 0
gap between HOMO and LUMO (spin up / spin down) = 7.00 / 7.16 eV
molecular weight = 809.7 Da
⟨S²⟩ = 0.7554
HOMO energy (spin up / spin down) = -6.634 / -6.798 eV
2S+1 = 2

CARTESIAN COORDINATES (ANGSTROEM)
Ti 0.146 0.699 0.406
C -1.621 3.302 0.853
C -0.286 3.736 1.519
N 0.852 3.070 0.879
C 1.359 3.772 -0.313
C 1.798 2.821 -1.422
N 0.864 1.700 -1.582
C -0.344 1.975 -2.382
C -1.368 2.749 -1.561
N -1.407 2.261 -0.165
H -2.128 4.159 0.407
H -2.284 2.898 1.613
H -0.293 3.447 2.565
H -0.189 4.824 1.485
H 1.607 2.910 1.533
H 2.202 4.416 -0.054
H 0.571 4.431 -0.674
H 2.765 2.396 -1.165
H 1.906 3.383 -2.356
H 1.362 0.925 -2.009
H -0.762 1.013 -2.669
H -0.102 2.535 -3.292
H -2.356 2.652 -2.012
H -1.122 3.809 -1.552
H -2.193 1.613 -0.110
C -7.093 2.380 -1.506
C -6.411 1.480 -0.473
C -5.280 0.691 -1.055
N -4.042 0.960 -0.862
N -3.168 0.111 -1.538
C -3.807 -0.748 -2.265
N -3.163 -1.598 -3.117
S -5.523 -0.633 -2.150
H -7.904 2.945 -1.045
H -7.513 1.797 -2.327
H -6.378 3.087 -1.930
H -7.142 0.802 -0.032
H -5.986 2.078 0.333
H -2.159 -1.646 -2.959
H -3.609 -2.473 -3.333
C 2.191 0.664 0.843
C 3.383 0.778 1.077
C 4.790 0.913 1.355
C 5.273 0.742 2.655
C 6.625 0.875 2.929
C 7.520 1.180 1.911
C 7.052 1.347 0.615
C 5.698 1.214 0.337
H 4.572 0.499 3.445
H 6.982 0.739 3.943
H 8.576 1.285 2.127
H 7.742 1.574 -0.187
H 5.338 1.334 -0.678
C 0.161 -4.509 0.480
Si -0.789 -3.420 -0.708
C -2.582 -3.381 -0.127
C -0.859 -4.368 -2.337
As 0.083 -1.332 -1.257
Si 2.315 -2.071 -1.363
C 3.292 -0.744 -2.267
C 2.594 -3.606 -2.398
C 3.154 -2.407 0.279
H 0.074 -5.547 0.145
H -0.234 -4.444 1.497
H 1.223 -4.260 0.525
H -2.689 -3.839 0.860
H -3.199 -3.960 -0.821
H -2.986 -2.367 -0.070
H -0.863 -5.450 -2.160
H -0.011 -4.132 -2.975
H -1.763 -4.126 -2.905
H 2.805 -0.461 -3.207
H 4.292 -1.123 -2.507
H 3.413 0.146 -1.640
H 2.220 -3.472 -3.418
H 2.127 -4.503 -1.983
H 3.675 -3.782 -2.450
H 2.541 -2.084 1.123
H 4.095 -1.852 0.337
H 3.374 -3.473 0.392
C -1.314 -2.082 2.930
C -1.392 -0.576 2.795
O -1.109 -0.152 1.506
C -2.830 -0.106 3.111
F -3.676 -0.611 2.206
F -2.962 1.230 3.072
F -3.250 -0.507 4.317
C -0.389 0.057 3.796
F -0.266 1.385 3.611
F 0.828 -0.469 3.642
F -0.762 -0.136 5.067
H -1.987 -2.527 2.202
H -1.599 -2.404 3.931
H -0.298 -2.408 2.716

# 3
The following is a quantum chemistry calculation of a cluster of 16 separate species, C3H37NO15 in total, from OMol25.

Results
maximum force = 0.04224 hartree/bohr
energy relative to the best compared isomer or geometry (same formula, charge and spin) = 2.298 eV
energy = -1319.81302 hartree
total charge = 0
gap between HOMO and LUMO = 8.24 eV
molecular weight = 327.3 Da
HOMO energy = -8.213 eV

CARTESIAN COORDINATES (ANGSTROEM)
C -1.459 1.246 0.048
C -2.465 0.444 0.351
N -2.550 -0.974 0.275
C -3.786 -1.450 -0.354
H -0.563 1.003 -0.499
H -1.197 2.133 0.611
H -3.276 0.761 0.998
H -1.755 -1.374 -0.221
H -3.960 -2.495 -0.089
H -4.609 -0.969 0.181
H -3.897 -1.271 -1.424
H 0.778 1.144 4.332
H -0.026 0.242 3.488
O -0.088 1.132 3.907
H -1.804 3.646 -2.466
H -0.452 3.719 -1.710
O -1.405 3.699 -1.595
H 2.228 -3.044 -2.221
H 2.104 -1.647 -2.804
O 1.712 -2.536 -2.859
H 0.504 3.940 2.303
H 0.194 2.443 2.119
O 0.536 3.227 1.663
H 3.383 1.635 -0.530
H 3.991 2.114 0.994
O 4.066 1.697 0.141
H 1.905 0.423 -1.968
H 2.578 0.935 -3.221
O 2.576 0.182 -2.623
H 4.600 -0.473 -1.565
H 4.785 -0.929 -0.137
O 4.271 -1.118 -0.930
H 2.311 0.328 0.256
H 1.864 -1.002 -0.366
O 1.545 -0.124 -0.118
H -2.129 -2.890 3.201
H -2.755 -1.747 2.358
O -2.959 -2.452 2.991
H -1.208 -3.323 -2.173
H -0.044 -2.456 -2.450
O -0.736 -2.590 -1.755
H -1.054 -1.472 2.050
H 0.292 -1.198 1.448
O -0.199 -1.096 2.278
H -2.487 0.804 4.160
H -3.423 -0.252 3.550
O -3.129 0.660 3.455
H 0.704 1.736 -1.182
H 1.433 3.018 -0.978
O 1.347 2.309 -1.633
H 0.401 -2.867 -0.348
H 1.182 -3.770 0.597
O 0.988 -2.844 0.433
H -0.935 0.093 -3.021
H -0.163 0.308 -4.245
O -0.563 0.826 -3.534

# 4
The following is a quantum chemistry calculation of a structure of composition C21H22BrN3O2RuS4Sb, from OMol25.

Results
maximum force = 0.01931 hartree/bohr
energy relative to the best compared isomer or geometry (same formula, charge and spin) = 0.571 eV
energy = -5630.04591 hartree
total charge = -1
gap between HOMO and LUMO (spin up / spin down) = 7.24 / 5.54 eV
molecular weight = 779.4 Da
⟨S²⟩ = 6.0339
HOMO energy (spin up / spin down) = -4.825 / -4.844 eV
2S+1 = 5

CARTESIAN COORDINATES (ANGSTROEM)
Ru 0.239 2.413 0.168
O -0.145 2.095 2.414
N 0.267 0.992 2.863
N 0.421 0.075 1.982
O 0.239 0.254 0.690
C 0.847 -1.205 2.413
C 1.356 -2.094 1.476
C 1.765 -3.354 1.880
C 1.666 -3.735 3.209
C 1.161 -2.838 4.141
C 0.740 -1.580 3.752
H 1.435 -1.778 0.446
H 2.157 -4.046 1.146
H 1.996 -4.718 3.520
H 1.086 -3.126 5.182
H 0.336 -0.877 4.465
S 0.074 6.355 -3.346
Sb -0.985 4.687 -2.226
S 0.534 2.681 -2.683
S -2.151 2.281 -0.110
S 0.207 4.660 -0.012
C -0.820 -1.094 -2.436
N -1.770 -0.321 -3.222
C -2.162 -1.041 -4.418
C -2.934 0.231 -2.488
C -3.054 -0.210 -1.057
C -3.567 -1.481 -0.806
C -3.711 -1.973 0.479
C -3.357 -1.169 1.551
C -2.869 0.105 1.329
C -2.695 0.604 0.036
H 0.060 -1.272 -3.059
H -1.220 -2.063 -2.103
H -0.502 -0.538 -1.558
H -0.363 1.733 -3.037
H -2.734 -1.957 -4.193
H -1.266 -1.326 -4.972
H -2.767 -0.396 -5.056
H -3.846 -0.067 -3.013
H -2.885 1.323 -2.524
H -3.863 -2.095 -1.650
H -4.099 -2.971 0.642
H -3.473 -1.529 2.567
H -2.612 0.742 2.167
Br 6.801 1.110 0.971
C 4.968 1.552 0.662
C 4.256 2.206 1.648
C 2.916 2.500 1.423
C 2.280 2.154 0.229
C 3.035 1.497 -0.741
C 4.375 1.197 -0.535
H 4.733 2.487 2.578
H 2.362 3.012 2.202
H 2.588 1.213 -1.684
H 4.948 0.694 -1.302